Entry 1:
Entry from the Open Molecules 2025 dataset: a molecular structure, C26H51HoN2OP2 in a non-equilibrium geometry (ωB97M-V with the def2-TZVPD basis set).

For the energy above the lowest of the compared OMol25 structures with the same formula, charge and spin, the calculation gives 347.1 kJ/mol. The value obtained for the largest force on an atom is 4.140 eV/A. For the electronic energy, the calculation gives -2836.1027 Ha. The HOMO-LUMO gap (alpha / beta) comes out at 0.261 / 0.266 Ha. The spin multiplicity is 5. Its expectation value of S² is 6.006. Its total charge is +2.

Last column: Löwdin charge in e.
Geometry (Å):
Ho: 0.241 0.136 -0.248  1.1888
P: -0.625 -1.568 -2.443  0.9951
P: -0.339 2.925 -0.513  0.9727
N: 0.790 1.081 -2.646  -0.2041
C: 1.028 -1.312 -3.271  -0.2909
H: 1.682 -2.169 -3.038  0.0948
H: 0.825 -1.340 -4.353  0.0899
C: 1.766 0.012 -2.938  -0.2830
H: 2.418 -0.132 -2.038  0.1097
H: 2.427 0.302 -3.782  0.1331
C: 1.361 2.483 -2.741  -0.2195
H: 0.738 3.081 -3.433  0.1269
H: 2.406 2.464 -3.120  0.1307
C: 1.343 3.092 -1.340  -0.3084
H: 1.591 4.168 -1.306  0.0955
H: 2.060 2.539 -0.698  0.0828
C: -0.219 3.442 1.261  -0.5132
C: 0.008 2.150 2.039  -0.1864
H: 1.007 1.723 1.888  0.0437
H: -0.736 1.368 1.802  0.0383
H: -0.089 2.293 3.116  0.0963
C: -1.426 4.080 -1.342  -0.5368
C: -2.892 3.840 -0.940  -0.0938
H: -3.514 3.934 -1.836  0.0903
H: -3.258 4.562 -0.202  0.0803
H: -3.085 2.826 -0.556  0.0590
C: -1.888 -2.029 -3.663  -0.5335
C: -3.153 -2.577 -3.012  -0.0984
H: -3.983 -2.439 -3.715  0.0988
H: -3.432 -2.036 -2.108  0.0725
H: -3.109 -3.645 -2.776  0.0802
C: -0.371 -3.087 -1.422  -0.5669
C: -1.500 -3.281 -0.404  -0.1128
H: -1.157 -3.962 0.384  0.0710
H: -2.395 -3.708 -0.853  0.0715
H: -1.819 -2.361 0.105  0.0517
C: -2.135 0.162 -0.049  -0.3304
C: -0.904 5.514 -1.161  -0.0960
H: -0.058 5.603 -0.472  0.0645
H: -0.549 5.875 -2.136  0.0888
H: -1.703 6.193 -0.827  0.0936
C: -1.349 -2.852 -4.835  -0.0971
H: -2.071 -3.623 -5.141  0.0988
H: -1.172 -2.192 -5.686  0.0834
H: -0.402 -3.357 -4.643  0.0577
C: -0.090 -4.385 -2.175  -0.0903
H: 0.122 -5.167 -1.431  0.0950
H: -0.930 -4.738 -2.779  0.0813
H: 0.787 -4.316 -2.820  0.0729
C: -1.401 4.187 1.862  -0.0847
H: -2.343 3.641 1.786  0.0891
H: -1.198 4.337 2.930  0.0955
H: -1.553 5.174 1.437  0.0741
H: 0.684 4.077 1.272  0.1199
H: 0.551 -2.873 -0.866  0.0535
H: -1.331 3.815 -2.405  0.1037
H: -2.158 -1.053 -4.077  0.1044
O: -3.329 0.151 0.105  0.0112
H: 0.030 1.051 -3.346  0.1222
H: -1.366 0.467 -1.185  -0.0993
C: 3.204 -2.042 3.999  0.0266
N: 2.662 -0.773 4.566  -0.1981
C: 3.696 -0.032 5.336  0.0076
C: 1.941 0.088 3.558  -0.1176
C: 0.811 -0.758 3.055  -0.3264
C: -0.138 -1.310 3.946  -0.0348
C: -0.475 -2.657 3.700  -0.0550
C: 0.061 -3.332 2.592  -0.1036
C: 0.765 -2.622 1.608  -0.1944
C: 0.833 -1.232 1.709  -0.2337
H: 3.909 -1.799 3.176  0.1270
H: 2.398 -2.671 3.616  0.0845
H: 3.765 -2.577 4.791  0.1213
H: 1.960 -1.076 5.250  0.1734
H: 4.508 0.296 4.639  0.1262
H: 3.215 0.843 5.799  0.1118
H: 4.114 -0.706 6.116  0.1216
H: 1.614 0.988 4.104  0.1288
H: 2.686 0.374 2.783  0.1422
H: -0.520 -0.768 4.783  0.1138
H: -1.102 -3.205 4.394  0.1131
H: -0.060 -4.415 2.453  0.1199
H: 1.320 -3.161 0.809  0.1082

Atoms 1-3, force components in eV/Å:
Ho -1.5 0.4 -0.8
P 1.0 -0.8 1.8
P 0.2 -1.5 0.3

---

Entry 2:
Entry from the Open Molecules 2025 dataset: a single C3H4O2 molecule in a non-equilibrium geometry (ωB97M-V with the def2-TZVPD basis set).

For the energy above the lowest of the compared OMol25 structures with the same formula, charge and spin, the calculation gives 380.1 kJ/mol. The value obtained for the largest force on an atom is 1.933 eV/A. For the electronic energy, the calculation gives -267.0480 Ha. The HOMO-LUMO gap comes out at 0.341 Ha. The spin multiplicity is 1. Its total charge is 0.

Last column: Löwdin charge in e.
Geometry (Å):
C: -0.632 1.027 -0.440  0.0279
C: -1.063 -0.245 -0.483  -0.2210
C: 0.988 -0.494 -0.054  -0.2140
O: -0.232 -1.070 0.213  -0.0422
O: 1.867 -0.577 0.881  0.0826
H: 0.006 1.304 0.386  0.0595
H: -1.823 -0.731 -1.070  0.1143
H: -0.746 1.805 -1.156  0.0645
H: 1.634 -1.019 1.723  0.1285

Atoms 1-3, force components in eV/Å:
C -0.5 -0.3 0.0
C -0.4 1.2 0.0
C 1.1 -0.8 -1.4